(1)
Density functional theory data (ωB97M-V/def2-TZVPD) for a 8-piece molecular cluster, C60H127N7O6 overall at a distorted geometry.

Element x y z (Å)
1 C 4.000 -1.513 -4.148
2 C 2.493 -1.880 -4.214
3 C 1.691 -1.155 -3.110
4 C 0.206 -1.358 -3.331
5 C -0.215 -0.668 -4.633
6 C 0.511 -1.090 -5.911
7 N 1.965 -1.486 -5.610
8 O 2.797 -1.893 -6.620
9 C 0.483 -0.036 -7.022
10 C -0.200 -2.341 -6.455
11 C 2.274 -3.446 -3.984
12 H 4.539 -2.219 -4.780
13 H 4.410 -1.668 -3.150
14 H 4.237 -0.471 -4.361
15 H 1.975 -0.103 -3.147
16 H 1.910 -1.526 -2.109
17 H -0.439 -0.903 -2.580
18 H -0.159 -2.384 -3.385
19 H -0.086 0.412 -4.575
20 H -1.277 -0.817 -4.825
21 H 1.114 -0.441 -7.813
22 H 1.036 0.817 -6.630
23 H -0.454 0.331 -7.442
24 H -0.029 -2.351 -7.531
25 H -1.275 -2.162 -6.485
26 H 0.024 -3.336 -6.070
27 H 1.246 -3.780 -4.127
28 H 2.516 -3.661 -2.943
29 H 2.864 -4.052 -4.673
30 C 2.068 -3.330 1.576
31 C 0.992 -4.418 1.649
32 C 0.571 -4.463 3.117
33 C -0.786 -5.184 3.311
34 C -1.918 -4.449 2.591
35 C -1.643 -4.457 1.028
36 N -0.188 -3.986 0.764
37 O 0.165 -3.682 -0.601
38 C -2.631 -3.358 0.423
39 C -1.855 -5.855 0.460
40 C 1.520 -5.908 1.322
41 H 2.459 -3.155 0.574
42 H 2.919 -3.541 2.224
43 H 1.687 -2.385 1.963
44 H 0.259 -3.478 3.466
45 H 1.261 -4.983 3.782
46 H -1.079 -5.138 4.360
47 H -0.720 -6.263 3.178
48 H -2.041 -3.422 2.934
49 H -2.942 -4.783 2.763
50 H -3.629 -3.695 0.701
51 H -2.590 -3.369 -0.666
52 H -2.319 -2.350 0.699
53 H -1.199 -6.115 -0.370
54 H -2.799 -5.994 -0.068
55 H -1.665 -6.577 1.255
56 H 2.070 -6.434 2.102
57 H 2.175 -5.839 0.453
58 H 0.602 -6.481 1.190
59 C -1.989 -0.019 4.303
60 C -2.967 1.237 4.012
61 C -3.104 2.128 5.346
62 C -1.811 2.896 5.754
63 C -1.003 3.361 4.504
64 C -1.794 3.412 3.177
65 N -2.341 2.061 2.938
66 O -2.984 1.824 1.653
67 C -0.823 3.795 2.020
68 C -2.961 4.509 3.203
69 C -4.401 0.778 3.689
70 H -0.962 0.195 4.599
71 H -1.995 -0.722 3.470
72 H -2.472 -0.482 5.164
73 H -3.200 1.451 6.194
74 H -4.005 2.742 5.314
75 H -1.281 2.338 6.527
76 H -2.147 3.708 6.399
77 H -0.156 2.676 4.509
78 H -0.617 4.379 4.567
79 H -0.099 3.002 1.833
80 H -0.335 4.753 2.201
81 H -1.373 3.916 1.087
82 H -2.596 5.536 3.205
83 H -3.523 4.438 4.134
84 H -3.698 4.385 2.410
85 H -5.029 0.498 4.535
86 H -4.494 -0.026 2.959
87 H -4.911 1.664 3.312
88 C -5.427 -0.300 -0.233
89 C -4.776 -1.125 -1.344
90 C -5.296 -0.807 -2.761
91 N -5.035 -1.859 -3.917
92 C -3.514 -1.880 -4.203
93 C -5.654 -3.281 -3.700
94 C -5.614 -3.943 -5.093
95 C -5.882 -2.835 -6.071
96 C -5.786 -1.534 -5.223
97 H -6.505 -0.463 -0.256
98 H -5.168 0.757 -0.292
99 H -5.001 -0.528 0.744
100 H -4.914 -2.187 -1.138
101 H -3.700 -0.989 -1.235
102 H -4.905 0.169 -3.049
103 H -6.383 -0.745 -2.709
104 H -2.999 -2.223 -3.305
105 H -3.191 -0.863 -4.423
106 H -3.314 -2.408 -5.135
107 H -4.985 -3.740 -2.972
108 H -6.666 -3.100 -3.338
109 H -4.652 -4.439 -5.224
110 H -6.322 -4.758 -5.240
111 H -5.127 -2.701 -6.846
112 H -6.855 -2.961 -6.546
113 H -5.267 -0.734 -5.750
114 H -6.774 -1.143 -4.979
115 C 4.469 -1.046 -0.060
116 C 3.638 0.265 0.200
117 C 4.478 1.559 0.275
118 N 3.690 2.805 0.848
119 C 2.913 2.434 2.150
120 C 2.733 3.351 -0.228
121 C 2.412 4.746 0.300
122 C 3.737 5.232 0.950
123 C 4.563 3.998 1.206
124 H 5.334 -0.789 -0.671
125 H 3.983 -1.955 -0.416
126 H 5.053 -1.265 0.833
127 H 3.064 -0.059 1.068
128 H 2.885 0.306 -0.587
129 H 4.785 1.816 -0.739
130 H 5.376 1.565 0.893
131 H 2.061 1.820 1.860
132 H 2.623 3.347 2.669
133 H 3.672 1.987 2.793
134 H 1.948 2.637 -0.477
135 H 3.452 3.464 -1.040
136 H 1.564 4.708 0.984
137 H 2.090 5.428 -0.488
138 H 3.546 5.744 1.893
139 H 4.344 5.941 0.387
140 H 4.862 3.834 2.242
141 H 5.480 3.943 0.619
142 C 0.463 -1.529 7.164
143 C 1.502 -0.987 6.124
144 C 2.907 -1.590 6.368
145 N 4.071 -0.833 5.597
146 C 3.794 -0.897 4.023
147 C 5.411 -1.594 5.800
148 C 6.519 -0.635 5.716
149 C 6.009 0.678 6.322
150 C 4.477 0.608 6.145
151 H -0.494 -1.037 7.337
152 H 0.960 -1.402 8.126
153 H 0.233 -2.586 7.028
154 H 1.600 0.070 6.373
155 H 1.257 -1.034 5.063
156 H 2.869 -2.631 6.046
157 H 3.332 -1.625 7.371
158 H 3.561 -1.942 3.821
159 H 4.692 -0.412 3.640
160 H 2.876 -0.396 3.717
161 H 5.466 -2.344 5.011
162 H 5.457 -2.170 6.724
163 H 6.815 -0.435 4.686
164 H 7.356 -1.014 6.302
165 H 6.401 1.614 5.923
166 H 6.060 0.741 7.409
167 H 4.170 1.352 5.410
168 H 4.074 0.807 7.138
169 C -2.477 1.875 -2.150
170 C -1.249 2.664 -2.511
171 C -1.649 4.069 -2.990
172 N -0.563 4.605 -3.905
173 C 0.691 4.861 -2.983
174 C -0.188 3.792 -5.172
175 C 0.422 4.971 -6.013
176 C 0.036 6.329 -5.527
177 C -0.971 5.955 -4.430
178 H -2.991 2.337 -1.306
179 H -2.276 0.903 -1.700
180 H -3.147 1.632 -2.974
181 H -0.736 1.960 -3.167
182 H -0.638 2.671 -1.608
183 H -1.762 4.758 -2.153
184 H -2.531 4.044 -3.629
185 H 0.929 3.981 -2.384
186 H 0.556 5.700 -2.301
187 H 1.476 5.199 -3.660
188 H 0.347 2.863 -4.972
189 H -1.167 3.479 -5.533
190 H 1.478 4.754 -6.178
191 H 0.104 4.839 -7.047
192 H 0.840 6.901 -5.064
193 H -0.382 7.019 -6.260
194 H -1.100 6.617 -3.574
195 H -1.966 6.027 -4.869
196 O 0.432 -1.043 0.148
197 C 0.008 -0.073 0.932
198 O 0.132 -0.139 2.132
199 O -0.496 0.830 0.299
200 H 0.131 -0.514 -0.594

Computed properties:
E_tot: -86919.5531 eV
LUMO energy: -15.50 eV
ΔE to the lowest compared entry with this formula, charge and spin: 115.9 kcal/mol
highest occupied orbital energy: -20.61 eV
largest force on an atom: 10.06 eV Å⁻¹
charge: +6

=====

(2)
Density functional theory data (ωB97M-V/def2-TZVPD) for a 13-piece molecular cluster, C60H132F12N13O31S12 overall at a distorted geometry.

Element x y z (Å)
1 C -27.527 2.011 0.560
2 C -29.045 2.260 0.848
3 C -29.237 2.240 2.400
4 C -30.545 2.865 2.902
5 C -30.666 4.312 2.401
6 C -30.577 4.568 0.844
7 N -29.442 3.680 0.279
8 O -29.223 3.944 -1.040
9 C -30.183 6.093 0.676
10 C -31.830 4.171 0.006
11 C -30.100 1.225 0.239
12 H -27.413 1.739 -0.495
13 H -27.276 1.084 1.078
14 H -26.808 2.774 0.848
15 H -28.466 2.873 2.853
16 H -29.142 1.231 2.804
17 H -30.551 2.815 3.992
18 H -31.413 2.272 2.603
19 H -29.862 4.893 2.874
20 H -31.563 4.740 2.852
21 H -29.156 6.325 0.974
22 H -30.864 6.685 1.281
23 H -30.242 6.427 -0.361
24 H -32.438 5.078 0.046
25 H -32.362 3.277 0.313
26 H -31.587 4.086 -1.053
27 H -31.107 1.483 0.551
28 H -29.896 0.236 0.668
29 H -30.010 1.076 -0.835
30 C -40.805 -4.053 2.252
31 C -40.079 -3.225 1.079
32 C -41.064 -3.080 -0.100
33 C -40.650 -1.999 -1.109
34 C -40.453 -0.638 -0.425
35 C -39.518 -0.583 0.804
36 N -39.725 -1.795 1.687
37 O -39.256 -1.730 2.996
38 C -39.775 0.748 1.717
39 C -38.057 -0.630 0.295
40 C -38.854 -4.001 0.553
41 H -40.123 -4.279 3.066
42 H -41.147 -5.036 1.920
43 H -41.711 -3.558 2.604
44 H -42.106 -2.934 0.201
45 H -41.133 -4.041 -0.619
46 H -41.308 -1.904 -1.970
47 H -39.641 -2.216 -1.472
48 H -41.463 -0.326 -0.133
49 H -40.187 0.197 -1.079
50 H -39.836 1.621 1.065
51 H -38.908 0.844 2.364
52 H -40.680 0.679 2.319
53 H -37.307 -0.516 1.080
54 H -37.962 0.220 -0.379
55 H -37.761 -1.525 -0.248
56 H -38.204 -4.163 1.418
57 H -38.329 -3.558 -0.295
58 H -39.046 -5.012 0.175
59 C -25.213 -0.132 -3.896
60 C -25.289 -1.692 -3.854
61 C -23.944 -2.336 -3.409
62 C -23.710 -2.397 -1.871
63 C -24.782 -3.058 -1.090
64 C -26.173 -2.476 -1.361
65 N -26.390 -2.208 -2.959
66 O -27.629 -1.841 -3.413
67 C -26.414 -1.126 -0.708
68 C -27.277 -3.501 -0.940
69 C -25.668 -2.312 -5.253
70 H -26.004 0.422 -4.399
71 H -24.360 0.188 -4.507
72 H -25.097 0.279 -2.897
73 H -23.086 -1.919 -3.935
74 H -23.914 -3.396 -3.683
75 H -23.586 -1.332 -1.637
76 H -22.793 -2.936 -1.623
77 H -24.642 -2.992 -0.007
78 H -24.735 -4.099 -1.422
79 H -26.552 -1.260 0.369
80 H -27.302 -0.630 -1.093
81 H -25.594 -0.414 -0.827
82 H -28.313 -3.292 -1.210
83 H -27.276 -3.655 0.141
84 H -27.056 -4.507 -1.299
85 H -24.771 -2.162 -5.856
86 H -26.448 -1.747 -5.757
87 H -25.898 -3.372 -5.306
88 C -34.203 -3.227 4.766
89 C -34.173 -2.372 3.431
90 C -33.917 -0.844 3.601
91 C -32.424 -0.500 4.007
92 C -31.540 -0.966 2.844
93 C -31.671 -2.476 2.439
94 N -33.124 -2.896 2.388
95 O -33.410 -4.008 1.698
96 C -30.865 -3.309 3.419
97 C -31.091 -2.608 1.003
98 C -35.589 -2.423 2.752
99 H -33.234 -3.390 5.232
100 H -34.584 -4.229 4.539
101 H -34.973 -2.938 5.483
102 H -34.674 -0.437 4.274
103 H -34.092 -0.335 2.646
104 H -32.166 -0.864 5.008
105 H -32.278 0.580 3.970
106 H -30.484 -0.773 3.049
107 H -31.791 -0.349 1.974
108 H -29.802 -3.216 3.213
109 H -31.132 -4.354 3.296
110 H -31.091 -3.082 4.455
111 H -30.092 -2.175 0.920
112 H -31.748 -2.040 0.345
113 H -31.150 -3.610 0.577
114 H -35.968 -3.426 2.532
115 H -35.631 -1.901 1.794
116 H -36.262 -2.052 3.528
117 C -37.773 -9.651 -0.008
118 C -38.553 -8.407 -0.576
119 N -38.485 -8.206 -2.104
120 C -39.254 -9.355 -2.804
121 C -39.313 -6.922 -2.404
122 C -39.227 -6.461 -3.835
123 C -36.977 -8.238 -2.582
124 C -36.015 -7.371 -1.806
125 O -36.473 -6.040 -1.742
126 C -35.525 -5.207 -1.083
127 H -37.706 -10.542 -0.640
128 H -38.207 -10.059 0.911
129 H -36.735 -9.408 0.213
130 H -38.209 -7.489 -0.095
131 H -39.608 -8.497 -0.323
132 H -40.188 -9.447 -2.254
133 H -38.696 -10.276 -2.677
134 H -39.531 -9.230 -3.850
135 H -38.716 -6.177 -1.880
136 H -40.317 -7.020 -1.988
137 H -39.779 -5.532 -3.993
138 H -39.801 -7.140 -4.472
139 H -38.234 -6.335 -4.257
140 H -36.970 -8.015 -3.648
141 H -36.627 -9.275 -2.568
142 H -35.047 -7.390 -2.323
143 H -35.851 -7.800 -0.810
144 H -35.874 -4.177 -1.117
145 H -34.546 -5.146 -1.573
146 H -35.311 -5.470 -0.043
147 C -35.388 -11.466 4.677
148 C -33.966 -10.833 4.650
149 N -33.713 -9.775 3.570
150 C -34.205 -10.277 2.201
151 C -34.618 -8.537 3.946
152 C -34.512 -7.323 2.986
153 C -32.205 -9.360 3.479
154 C -31.183 -10.312 2.739
155 O -31.234 -11.667 3.246
156 C -30.304 -11.876 4.242
157 H -35.380 -12.177 5.498
158 H -35.589 -12.008 3.748
159 H -36.280 -10.837 4.742
160 H -33.274 -11.665 4.547
161 H -33.712 -10.324 5.584
162 H -35.279 -10.456 2.218
163 H -33.666 -11.174 1.904
164 H -34.091 -9.525 1.424
165 H -34.187 -8.238 4.897
166 H -35.598 -8.957 4.154
167 H -34.800 -7.586 1.971
168 H -33.527 -6.850 2.961
169 H -35.115 -6.486 3.341
170 H -31.864 -9.163 4.490
171 H -32.136 -8.460 2.865
172 H -30.233 -9.779 2.909
173 H -31.354 -10.238 1.661
174 H -30.363 -11.177 5.085
175 H -29.287 -11.898 3.837
176 H -30.386 -12.845 4.737
177 C -35.691 0.984 9.183
178 C -36.169 -0.413 9.153
179 N -35.009 -1.399 8.766
180 C -34.469 -0.958 7.355
181 C -33.890 -1.514 9.899
182 C -32.890 -2.664 9.618
183 C -35.782 -2.813 8.610
184 C -37.207 -2.901 8.009
185 O -37.159 -2.170 6.830
186 C -38.384 -1.927 6.164
187 H -34.929 1.071 9.959
188 H -36.437 1.726 9.458
189 H -35.276 1.373 8.254
190 H -36.955 -0.487 8.406
191 H -36.543 -0.801 10.099
192 H -33.834 -1.772 7.026
193 H -33.782 -0.134 7.526
194 H -35.266 -0.737 6.652
195 H -34.348 -1.596 10.885
196 H -33.389 -0.552 9.797
197 H -32.560 -2.631 8.582
198 H -33.255 -3.672 9.807
199 H -31.991 -2.529 10.220
200 H -35.812 -3.211 9.623
201 H -35.151 -3.443 7.987
202 H -37.879 -2.508 8.795
203 H -37.533 -3.945 7.922
204 H -38.634 -2.781 5.524
205 H -38.237 -1.089 5.484
206 H -39.195 -1.656 6.842
207 N -39.166 -6.510 4.752
208 S -37.798 -6.088 5.150
209 O -37.320 -4.845 4.540
210 O -36.833 -7.074 5.560
211 F -38.204 -5.592 6.643
212 S -38.621 -7.392 3.456
213 O -38.357 -8.809 3.752
214 O -37.847 -6.726 2.442
215 F -40.041 -7.450 2.749
216 N -32.222 -7.776 6.533
217 S -33.234 -7.011 7.401
218 O -34.007 -5.916 6.805
219 O -32.973 -6.809 8.812
220 F -34.312 -8.205 7.523
221 S -31.385 -6.421 6.130
222 O -30.906 -5.507 7.157
223 O -31.911 -5.828 4.921
224 F -30.019 -7.066 5.575
225 N -26.344 -0.985 5.191
226 S -27.659 -0.995 4.451
227 O -27.700 -0.933 3.009
228 O -28.784 -0.408 5.116
229 F -28.024 -2.593 4.747
230 S -25.979 0.470 4.646
231 O -26.839 1.582 4.948
232 O -25.208 0.439 3.357
233 F -24.847 0.748 5.716
234 N -30.247 -8.259 0.084
235 S -30.263 -6.728 0.428
236 O -31.406 -6.266 1.165
237 O -29.758 -5.803 -0.566
238 F -29.048 -6.704 1.540
239 S -31.623 -8.235 -0.846
240 O -31.511 -7.617 -2.162
241 O -32.895 -8.212 -0.146
242 F -31.538 -9.790 -1.271
243 N -34.194 -0.271 -3.122
244 S -33.150 -1.178 -2.171
245 O -33.769 -2.319 -1.536
246 O -32.006 -0.596 -1.503
247 F -32.327 -1.883 -3.367
248 S -34.572 0.578 -1.959
249 O -33.650 1.610 -1.513
250 O -35.356 0.020 -0.817
251 F -35.542 1.570 -2.763
252 N -35.550 4.066 4.661
253 S -34.418 3.113 4.602
254 O -33.875 2.781 3.281
255 O -34.334 2.040 5.585
256 F -33.336 4.112 5.183
257 S -36.798 2.843 4.613
258 O -37.697 2.820 5.765
259 O -36.633 1.566 3.865
260 F -37.740 3.710 3.644

Computed properties:
E_tot: -309802.0226 eV
LUMO energy: -6.06 eV
highest occupied orbital energy: -10.64 eV
largest force on an atom: 10.88 eV Å⁻¹
charge: +1

=====

Which of these has the highest charge? C60H127N7O6